1.
{
  "formula": "C26H48AlBrFO4S3",
  "method": "ωB97M-V with the def2-TZVPD basis set",
  "charge": -1,
  "e_homo_ha": -0.1689,
  "species": ["C", "C", "C", "Al", "C", "O", "C", "C", "C", "C", "C", "C", "C", "C", "C", "C", "C", "C", "C", "Br", "C", "F", "C", "C", "H", "H", "H", "H", "H", "H", "H", "H", "H", "H", "H", "H", "H", "H", "H", "H", "H", "H", "H", "H", "H", "H", "H", "H", "H", "H", "H", "H", "H", "H", "C", "S", "O", "C", "H", "H", "H", "H", "H", "H", "C", "S", "O", "C", "H", "H", "H", "H", "H", "H", "C", "S", "O", "C", "H", "H", "H", "H", "H", "H"],
  "positions_angstrom": [[0.6342, -2.3507, 4.0645], [0.2722, -2.2451, 2.7916], [-0.0205, -2.1447, 1.1961], [-0.2052, -0.1132, 0.7568], [-1.4067, 0.6671, 2.2195], [-1.7688, 2.0809, 2.0459], [-2.8308, 2.2615, 1.1108], [-4.2134, 1.5169, 1.1104], [-5.3145, 1.8766, 0.0104], [-6.7646, 1.1425, -0.0591], [-5.0767, 2.9978, -1.1015], [-3.6802, 3.7188, -1.1111], [-2.6051, 3.3543, -0.0256], [-1.1734, 4.1227, -0.0425], [-0.8909, 4.9228, -1.4178], [-1.1641, 5.0736, 1.2794], [-1.1704, 0.1521, -1.0482], [-0.6159, -0.9741, -2.0683], [-0.4028, -0.4583, -3.5886], [-1.9429, -2.5034, -2.1032], [1.7069, 0.6242, 0.7206], [2.5392, -0.2555, 1.5833], [1.8692, 2.1389, 1.2542], [2.6194, 2.9745, 0.0589], [1.0862, -2.1566, 5.1117], [0.8718, -2.5573, 0.5791], [-0.9984, -2.6990, 0.9455], [-2.3461, 0.0019, 2.3918], [-0.8045, 0.5916, 3.2182], [-4.4495, 0.7121, 1.8918], [-7.5119, 1.8408, 0.4875], [-7.1386, 1.1075, -1.1632], [-6.7518, 0.0700, 0.3472], [-5.9115, 3.2579, -1.8656], [-3.5237, 4.5349, -1.9175], [-0.3733, 3.2773, 0.0150], [-0.9819, 4.1517, -2.2854], [-1.6125, 5.8084, -1.5727], [0.1948, 5.3263, -1.4735], [-1.8972, 4.6693, 2.0907], [-0.1246, 5.0804, 1.7684], [-1.5605, 6.1384, 1.0260], [-2.2873, -0.0936, -0.8579], [-1.1184, 1.2318, -1.4466], [0.3957, -1.3610, -1.6744], [-1.0850, 0.4110, -3.8965], [0.6831, -0.1101, -3.7410], [-0.5712, -1.3799, -4.2744], [2.0842, 0.5450, -0.3830], [0.8886, 2.6263, 1.5975], [2.6423, 2.0932, 2.1251], [3.6707, 2.5190, -0.1458], [1.9545, 2.8295, -0.8877], [2.7933, 4.0812, 0.3223], [2.6619, -5.8425, 2.7039], [1.9550, -5.9163, 1.0430], [0.6442, -5.2049, 1.0835], [1.6103, -7.6907, 1.0650], [2.9193, -4.8053, 2.9242], [1.9334, -6.1980, 3.4353], [3.5648, -6.4558, 2.7438], [0.9476, -7.9318, 1.8984], [2.5473, -8.2437, 1.1577], [1.1242, -7.9603, 0.1263], [4.7181, 1.9372, 6.6084], [4.0105, 1.8762, 4.9463], [2.7009, 2.5944, 4.9905], [3.6575, 0.1048, 4.9566], [4.9809, 2.9717, 6.8350], [3.9882, 1.5806, 7.3378], [5.6179, 1.3197, 6.6446], [2.9932, -0.1382, 5.7884], [4.5920, -0.4530, 5.0464], [3.1701, -0.1569, 4.0152], [-0.6750, -2.9709, -7.3377], [1.0482, -2.5152, -7.0431], [1.0752, -1.0615, -6.6967], [1.5803, -2.6720, -8.7631], [-1.2166, -2.9051, -6.3928], [-1.1232, -2.2867, -8.0609], [-0.7225, -3.9960, -7.7108], [0.9922, -2.0064, -9.3980], [1.4594, -3.7068, -9.0898], [2.6336, -2.3950, -8.8261]],
  "mulliken_charge": [-0.895, -0.114, -0.102, -0.832, -0.237, -0.403, 0.622, -0.869, 0.686, -1.128, -0.748, -0.426, 0.150, 2.029, -1.416, -1.078, -0.065, 0.144, -0.591, -0.297, 0.484, -0.408, 0.418, -1.161, 0.233, 0.108, 0.320, 0.198, 0.212, 0.215, 0.264, 0.287, 0.308, 0.198, 0.116, -0.885, 0.308, 0.341, 0.313, 0.288, 0.228, 0.351, 0.337, -0.122, 0.169, 0.270, 0.285, -0.063, 0.182, 0.178, -0.276, 0.363, 0.222, 0.319, -0.921, 0.487, -0.526, -1.007, 0.259, 0.294, 0.400, 0.297, 0.383, 0.313, -0.986, 0.508, -0.593, -0.644, 0.340, 0.293, 0.353, 0.260, 0.378, 0.083, -0.877, 0.528, -0.581, -0.963, 0.276, 0.291, 0.350, 0.305, 0.360, 0.313]
}

2.
{
  "formula": "C26H48AsCl3MoN2O10P2S3Si",
  "method": "ωB97M-V with the def2-TZVPD basis set",
  "relative_energy_kj_mol": 0.0,
  "charge": 0,
  "spin_multiplicity": 3,
  "e_homo_ha": [-0.2848, -0.3053],
  "species": ["Mo", "C", "C", "C", "O", "P", "O", "C", "P", "O", "O", "C", "C", "C", "O", "C", "C", "C", "O", "C", "C", "C", "H", "H", "H", "H", "H", "H", "H", "H", "H", "H", "H", "H", "H", "H", "H", "H", "H", "H", "H", "H", "H", "H", "H", "H", "H", "H", "H", "H", "H", "H", "C", "C", "C", "C", "C", "C", "C", "S", "O", "O", "N", "C", "C", "O", "O", "H", "H", "H", "H", "H", "H", "H", "H", "H", "C", "As", "C", "C", "S", "H", "H", "H", "H", "H", "H", "H", "H", "H", "Cl", "Si", "Cl", "Cl", "S", "C", "N"],
  "positions_angstrom": [[-0.8247, 1.6727, 0.4061], [-4.1563, -3.6142, 1.1616], [-3.6139, -2.2232, 1.4082], [-3.8401, -1.2769, 0.2514], [-2.1953, -2.3788, 1.7578], [-0.8819, -1.9136, 1.0519], [-0.7626, -0.4737, 0.7608], [-0.7246, -2.9635, -0.4095], [0.3527, -2.3337, -1.7423], [1.0177, -1.0861, -1.3562], [-0.5670, -2.2356, -3.0123], [-1.0818, -3.4266, -3.6915], [-2.5914, -3.3624, -3.7092], [-0.4708, -3.4461, -5.0750], [1.3117, -3.5338, -2.1439], [2.4769, -4.0358, -1.4292], [2.1144, -5.3831, -0.8352], [3.0350, -3.0660, -0.4064], [0.2463, -2.3650, 2.0400], [0.1745, -3.5166, 2.9329], [1.5800, -4.0679, 3.0343], [-0.3667, -3.0706, 4.2738], [-5.2404, -3.5691, 1.0559], [-3.9158, -4.2794, 1.9908], [-3.7453, -4.0350, 0.2407], [-4.0505, -1.8058, 2.3150], [-3.4177, -1.6614, -0.6814], [-3.4314, -0.2923, 0.4617], [-4.9140, -1.1685, 0.0941], [-1.7240, -3.1337, -0.8122], [-0.3501, -3.9249, -0.0513], [-0.7474, -4.3035, -3.1326], [-2.9277, -2.4727, -4.2377], [-3.0057, -3.3239, -2.7006], [-2.9836, -4.2497, -4.2083], [-0.7505, -2.5402, -5.6141], [-0.8350, -4.3101, -5.6322], [0.6156, -3.5007, -5.0134], [3.2133, -4.1831, -2.2207], [1.3993, -5.2753, -0.0175], [3.0069, -5.8656, -0.4352], [1.6795, -6.0330, -1.5942], [2.3269, -2.8588, 0.3978], [3.3018, -2.1134, -0.8576], [3.9279, -3.5142, 0.0331], [-0.4975, -4.2543, 2.4823], [2.2562, -3.2793, 3.3667], [1.9355, -4.4501, 2.0783], [1.6051, -4.8800, 3.7615], [0.3026, -2.3337, 4.7189], [-0.4389, -3.9330, 4.9387], [-1.3515, -2.6214, 4.1703], [2.9681, 6.9580, 4.1356], [2.1119, 6.4568, 3.0070], [2.6525, 5.6936, 1.9793], [1.8574, 5.2142, 0.9500], [0.5056, 5.5097, 0.9486], [-0.0557, 6.2933, 1.9514], [0.7493, 6.7550, 2.9741], [-0.5434, 4.9065, -0.3244], [0.2654, 4.4489, -1.4222], [-1.5500, 5.8997, -0.5661], [-1.3089, 3.5798, 0.3410], [-2.6652, 3.9038, 0.8384], [-3.2968, 2.6983, 1.5055], [-4.3691, 2.7797, 2.0527], [-2.5894, 1.5963, 1.4013], [3.9923, 6.6000, 4.0441], [2.5746, 6.6208, 5.0957], [2.9885, 8.0490, 4.1543], [3.7094, 5.4567, 1.9895], [2.2740, 4.6044, 0.1625], [-1.1063, 6.5482, 1.9167], [0.3158, 7.3586, 3.7626], [-3.3071, 4.1973, 0.0072], [-2.6492, 4.7343, 1.5438], [3.2181, 0.6098, -2.7847], [1.9779, 1.9763, -2.2420], [2.9445, 3.5911, -2.6488], [0.4915, 1.8676, -3.4430], [1.6088, 1.8726, -0.1383], [3.4818, 0.7749, -3.8293], [2.7443, -0.3563, -2.6388], [4.1065, 0.6842, -2.1591], [3.3038, 3.5395, -3.6763], [3.7885, 3.6579, -1.9638], [2.2878, 4.4453, -2.5143], [0.8477, 2.1703, -4.4280], [-0.2933, 2.5350, -3.1015], [0.1360, 0.8396, -3.4604], [2.0123, 0.3162, 2.9188], [0.2308, 1.3785, 2.7449], [-1.0842, 0.4008, 4.0212], [0.6530, 3.1703, 3.7087], [-3.3841, 0.2309, -3.4015], [-2.4059, 0.6742, -2.2108], [-1.6652, 1.0247, -1.3668]],
  "mulliken_charge": [0.390, -1.432, 0.445, -0.181, -0.492, -1.478, 2.925, 0.016, 0.034, -0.078, -0.167, 0.795, -1.040, -1.649, -0.380, 0.602, -1.401, -0.976, 0.278, 0.776, -1.334, -1.503, 0.458, 0.337, 0.201, 0.363, -0.179, -0.259, 0.515, -0.294, 0.537, 0.316, 0.180, 0.065, 0.442, 0.319, 0.446, 0.336, 0.284, 0.239, 0.466, 0.309, 0.173, 0.070, 0.521, 0.348, 0.252, 0.187, 0.478, 0.287, 0.495, 0.239, -1.514, 1.121, -1.007, 0.079, 0.215, -0.638, -0.823, 0.646, -0.526, -0.728, 0.326, -0.080, 0.005, -0.692, -0.426, 0.360, 0.329, 0.350, 0.301, 0.279, 0.463, 0.388, 0.376, 0.260, -0.599, 1.060, -1.164, -0.857, -0.835, 0.455, -0.236, 0.374, 0.491, 0.355, 0.297, 0.604, 0.327, -0.082, -0.311, 0.519, -0.331, -0.290, -0.369, 0.456, -1.212]
}

Number 1: total energy -147781.8751 eV. Number 2: total energy -210431.5289 eV.